Version one
{"formula": "CH5OS", "method": "ωB97M-V with the def2-TZVPD basis set", "e_lumo_ev": 4.299, "total_charge": -1, "orbital_gap_ev": 7.139, "homo_energy_ha": -0.104, "elements": ["S", "H", "C", "O", "H", "H", "H", "H"], "xyz": [[0.33, -2.08, -1.44], [0.05, -1.46, -2.60], [-0.30, 0.67, 0.93], [0.90, 0.79, 0.19], [-1.08, 0.24, 0.30], [-0.14, 0.14, 1.86], [-0.65, 1.68, 1.18], [0.89, 0.02, -0.42]], "nbo_charge": [-1.0386, 0.0896, -0.2447, -0.7867, 0.1883, 0.1453, 0.1384, 0.5084]}

Version two
{"formula": "CH5OS", "method": "ωB97M-V with the def2-TZVPD basis set", "e_lumo_ev": 4.456, "total_charge": -1, "orbital_gap_ev": 6.734, "homo_energy_ha": -0.084, "elements": ["C", "S", "H", "H", "H", "H", "H", "O"], "xyz": [[-0.14, -0.34, 1.25], [0.36, -1.87, 0.30], [0.00, -0.61, 2.29], [0.37, 0.59, 1.02], [-1.19, -0.20, 1.00], [-0.41, 0.39, -1.67], [0.97, 0.89, -2.11], [0.05, 1.14, -2.07]], "nbo_charge": [-0.7390, -0.7784, 0.1792, 0.1718, 0.1756, 0.4947, 0.4710, -0.9749]}

Here is how they stack up, most stable first: version one, version two.

Version one
{"formula": "C11H13NO2", "method": "ωB97M-V with the def2-TZVPD basis set", "e_lumo_ev": 0.329, "smiles": "CCC1=Nc2ccccc2[C@]1(C)OO", "orbital_gap_ev": 8.822, "homo_energy_ha": -0.312, "elements": ["C", "C", "C", "N", "C", "C", "C", "C", "C", "C", "C", "C", "O", "O", "H", "H", "H", "H", "H", "H", "H", "H", "H", "H", "H", "H", "H"], "xyz": [[3.22, 0.93, 0.93], [2.30, 1.43, -0.24], [0.85, 1.03, -0.10], [-0.13, 1.81, 0.18], [-1.25, 1.10, 0.13], [-2.55, 1.59, 0.27], [-3.66, 0.75, 0.26], [-3.46, -0.60, 0.20], [-2.23, -1.15, -0.06], [-1.12, -0.29, -0.14], [0.38, -0.57, -0.26], [0.78, -1.20, -1.60], [0.94, -1.18, 0.97], [0.43, -2.53, 1.13], [3.39, 1.64, 1.86], [4.23, 0.66, 0.32], [2.70, 0.00, 1.36], [2.61, 0.96, -1.18], [2.31, 2.58, -0.23], [-2.63, 2.72, 0.44], [-4.65, 1.15, 0.36], [-4.32, -1.20, -0.03], [-2.23, -2.19, -0.30], [1.90, -1.47, -1.37], [0.67, -0.73, -2.53], [0.17, -2.19, -1.58], [1.33, -3.05, 1.21]], "nbo_charge": [-0.6281, -0.4827, 0.3685, -0.4267, 0.1182, -0.2014, -0.2049, -0.2225, -0.1825, -0.0778, 0.1804, -0.6510, -0.2925, -0.4463, 0.2282, 0.2133, 0.2377, 0.2204, 0.2398, 0.2195, 0.2162, 0.2067, 0.2168, 0.2130, 0.2389, 0.2303, 0.4687]}

Version two
{"formula": "C11H13NO2", "method": "ωB97M-V with the def2-TZVPD basis set", "e_lumo_ev": 0.056, "smiles": "COC(=O)c1ccc2c(c1)CNCC2", "orbital_gap_ev": 9.074, "homo_energy_ha": -0.331, "elements": ["C", "O", "C", "O", "C", "C", "C", "C", "C", "C", "C", "N", "C", "C", "H", "H", "H", "H", "H", "H", "H", "H", "H", "H", "H", "H", "H"], "xyz": [[-4.62, -1.41, -0.23], [-3.27, -0.81, -0.26], [-3.00, 0.55, 0.10], [-4.03, 1.24, 0.67], [-1.53, 0.69, -0.31], [-1.05, 1.99, -0.25], [0.43, 2.11, -0.12], [1.34, 1.03, -0.18], [0.74, -0.30, -0.27], [-0.70, -0.51, 0.10], [1.54, -1.52, 0.36], [2.93, -1.32, -0.36], [3.71, -0.29, 0.26], [2.93, 1.16, -0.08], [-4.75, -0.81, -1.08], [-5.20, -0.75, 0.46], [-4.72, -2.53, -0.46], [-1.45, 2.93, -0.46], [0.78, 3.20, -0.28], [-1.35, -1.48, 0.20], [1.67, -1.37, 1.57], [1.10, -2.74, 0.19], [3.49, -2.05, -0.43], [4.73, -0.29, -0.27], [3.76, -0.32, 1.47], [3.20, 1.96, 0.70], [3.34, 1.63, -1.02]], "nbo_charge": [-0.3228, -0.5668, 0.7705, -0.6307, -0.1614, -0.1566, -0.2066, -0.0061, -0.0317, -0.1489, -0.2589, -0.6359, -0.2043, -0.4404, 0.2158, 0.2413, 0.2255, 0.2355, 0.2131, 0.2744, 0.1958, 0.2276, 0.3538, 0.2140, 0.1601, 0.2186, 0.2250]}

Here is how they stack up, most stable first: version one, version two.

Version one
{"formula": "C25H29N3O4S", "method": "ωB97M-V with the def2-TZVPD basis set", "e_lumo_ev": 0.448, "smiles": "CCN(CC)c1ccc(NC(=O)c2cccc(C)c2)cc1S(=O)(=O)Nc1ccccc1OC", "orbital_gap_ev": 7.937, "homo_energy_ha": -0.275, "elements": ["C", "C", "N", "C", "C", "C", "C", "C", "C", "N", "C", "O", "C", "C", "C", "C", "C", "C", "C", "C", "C", "S", "O", "O", "N", "C", "C", "C", "C", "C", "C", "O", "C", "H", "H", "H", "H", "H", "H", "H", "H", "H", "H", "H", "H", "H", "H", "H", "H", "H", "H", "H", "H", "H", "H", "H", "H", "H", "H", "H", "H", "H"], "xyz": [[-4.85, -2.86, -1.50], [-4.92, -2.62, 0.00], [-4.19, -1.43, 0.37], [-4.91, -0.48, 1.20], [-6.10, 0.17, 0.50], [-2.82, -1.43, 0.34], [-2.06, -2.62, 0.27], [-0.69, -2.64, 0.34], [0.02, -1.45, 0.54], [1.41, -1.34, 0.61], [2.36, -2.30, 0.39], [2.12, -3.48, 0.25], [3.74, -1.74, 0.28], [4.66, -2.48, -0.46], [5.95, -2.00, -0.65], [6.32, -0.79, -0.10], [5.43, -0.05, 0.67], [5.85, 1.24, 1.30], [4.14, -0.54, 0.85], [-0.70, -0.27, 0.57], [-2.07, -0.24, 0.40], [-2.69, 1.39, -0.03], [-2.89, 2.21, 1.12], [-3.75, 1.26, -0.98], [-1.44, 2.06, -0.95], [-0.24, 2.56, -0.45], [-0.21, 3.47, 0.59], [0.99, 3.96, 1.07], [2.18, 3.54, 0.50], [2.18, 2.63, -0.55], [0.98, 2.13, -1.03], [0.86, 1.20, -2.03], [2.03, 0.73, -2.65], [-3.83, -3.04, -1.82], [-5.22, -1.98, -2.03], [-5.46, -3.72, -1.78], [-5.96, -2.48, 0.29], [-4.55, -3.50, 0.55], [-4.23, 0.30, 1.53], [-5.27, -1.01, 2.10], [-6.55, 0.89, 1.17], [-5.75, 0.69, -0.39], [-6.85, -0.56, 0.21], [-2.56, -3.56, 0.16], [-0.15, -3.57, 0.26], [1.73, -0.39, 0.68], [4.35, -3.42, -0.89], [6.65, -2.57, -1.23], [7.32, -0.41, -0.25], [6.46, 1.82, 0.61], [4.98, 1.84, 1.59], [6.45, 1.05, 2.19], [3.47, 0.03, 1.48], [-0.18, 0.67, 0.71], [-1.34, 1.55, -1.81], [-1.15, 3.77, 1.03], [1.00, 4.66, 1.89], [3.12, 3.92, 0.87], [3.12, 2.31, -0.97], [1.70, 0.02, -3.40], [2.69, 0.22, -1.94], [2.58, 1.54, -3.14]], "nbo_charge": [-0.6139, -0.2084, -0.4250, -0.2026, -0.6257, 0.1936, -0.2840, -0.1405, 0.0912, -0.5947, 0.6526, -0.6081, -0.0650, -0.1947, -0.2013, -0.2047, -0.0028, -0.6322, -0.2388, -0.2207, -0.3106, 2.3080, -0.9368, -0.9360, -0.8428, 0.0598, -0.2069, -0.2222, -0.2145, -0.3183, 0.3321, -0.5258, -0.2524, 0.2094, 0.2184, 0.2087, 0.2081, 0.1812, 0.2147, 0.1790, 0.2135, 0.2445, 0.1931, 0.2193, 0.2477, 0.4011, 0.2364, 0.2171, 0.2117, 0.2193, 0.2152, 0.2257, 0.2068, 0.2214, 0.4242, 0.2494, 0.2190, 0.2147, 0.2255, 0.2064, 0.1808, 0.1796]}

Version two
{"formula": "C25H29N3O4S", "method": "ωB97M-V with the def2-TZVPD basis set", "e_lumo_ev": 0.546, "smiles": "CCOC(=O)C1CCN([C@@H](c2cccnc2)c2c(NC(=O)c3ccco3)sc(C)c2C)CC1", "orbital_gap_ev": 8.116, "homo_energy_ha": -0.278, "elements": ["C", "C", "O", "C", "O", "C", "C", "C", "N", "C", "C", "C", "C", "C", "N", "C", "C", "C", "N", "C", "O", "C", "C", "C", "C", "O", "S", "C", "C", "C", "C", "C", "C", "H", "H", "H", "H", "H", "H", "H", "H", "H", "H", "H", "H", "H", "H", "H", "H", "H", "H", "H", "H", "H", "H", "H", "H", "H", "H", "H", "H", "H"], "xyz": [[-6.46, -0.48, -0.37], [-5.65, 0.21, 0.71], [-4.24, 0.06, 0.49], [-3.66, -1.05, 0.96], [-4.24, -1.93, 1.55], [-2.17, -1.02, 0.68], [-1.55, -2.41, 0.66], [-0.08, -2.29, 0.23], [0.47, -0.98, 0.58], [1.94, -0.97, 0.52], [2.44, -1.57, -0.77], [2.19, -0.99, -2.00], [2.71, -1.58, -3.15], [3.47, -2.72, -3.01], [3.73, -3.28, -1.84], [3.23, -2.72, -0.76], [2.48, 0.44, 0.62], [1.82, 1.55, 0.18], [0.56, 1.58, -0.38], [-0.03, 2.75, -0.75], [0.53, 3.83, -0.62], [-1.37, 2.61, -1.32], [-2.28, 3.58, -1.68], [-3.41, 2.89, -2.16], [-3.12, 1.57, -2.07], [-1.89, 1.38, -1.56], [2.73, 3.00, 0.40], [4.04, 2.09, 1.08], [5.27, 2.80, 1.52], [3.77, 0.75, 1.14], [4.71, -0.28, 1.66], [-0.01, -0.57, 1.89], [-1.50, -0.19, 1.79], [-6.27, -1.55, -0.36], [-6.20, -0.08, -1.35], [-7.52, -0.31, -0.20], [-5.82, 1.29, 0.71], [-5.90, -0.21, 1.69], [-2.02, -0.53, -0.28], [-1.64, -2.85, 1.65], [-2.08, -3.05, -0.04], [0.00, -2.40, -0.85], [0.50, -3.11, 0.70], [2.35, -1.57, 1.36], [1.60, -0.09, -2.07], [2.52, -1.15, -4.12], [3.91, -3.22, -3.87], [3.47, -3.22, 0.17], [0.08, 0.68, -0.39], [-2.13, 4.63, -1.59], [-4.32, 3.33, -2.54], [-3.67, 0.69, -2.33], [5.47, 2.62, 2.58], [5.16, 3.87, 1.37], [6.14, 2.46, 0.96], [5.64, 0.18, 1.98], [4.93, -1.02, 0.89], [4.27, -0.80, 2.51], [0.57, 0.29, 2.23], [0.13, -1.38, 2.63], [-1.98, -0.39, 2.75], [-1.61, 0.87, 1.57]], "nbo_charge": [-0.6319, -0.0774, -0.5152, 0.8141, -0.6059, -0.3241, -0.3982, -0.2163, -0.4721, -0.0709, -0.0602, -0.1623, -0.2497, 0.0318, -0.4131, 0.0343, -0.1143, -0.0214, -0.6401, 0.6293, -0.6029, 0.1455, -0.2242, -0.3230, 0.1268, -0.4050, 0.4978, -0.2112, -0.6409, -0.0480, -0.6349, -0.2366, -0.3883, 0.2228, 0.2033, 0.2189, 0.1908, 0.2011, 0.2346, 0.2137, 0.2238, 0.2060, 0.1787, 0.1920, 0.2226, 0.2207, 0.1929, 0.1890, 0.4570, 0.2441, 0.2330, 0.2074, 0.2185, 0.2239, 0.2196, 0.2220, 0.2210, 0.2137, 0.2284, 0.1747, 0.2174, 0.2168]}

Version three
{"formula": "C25H29N3O4S", "method": "ωB97M-V with the def2-TZVPD basis set", "e_lumo_ev": 0.350, "smiles": "O=C1CCc2cc(S(=O)(=O)N3CCC(C(=O)N[C@H]4CCCc5ccccc54)CC3)ccc2N1", "orbital_gap_ev": 9.003, "homo_energy_ha": -0.318, "elements": ["O", "C", "C", "C", "C", "C", "C", "S", "O", "O", "N", "C", "C", "C", "C", "O", "N", "C", "C", "C", "C", "C", "C", "C", "C", "C", "C", "C", "C", "C", "C", "C", "N", "H", "H", "H", "H", "H", "H", "H", "H", "H", "H", "H", "H", "H", "H", "H", "H", "H", "H", "H", "H", "H", "H", "H", "H", "H", "H", "H", "H", "H"], "xyz": [[1.39, 3.95, -1.30], [0.42, 3.23, -1.27], [0.03, 2.26, -2.36], [-1.48, 2.18, -2.51], [-2.04, 1.76, -1.18], [-3.02, 0.79, -1.04], [-3.41, 0.39, 0.23], [-4.23, -1.19, 0.38], [-5.11, -1.41, -0.72], [-4.73, -1.35, 1.72], [-2.93, -2.25, 0.21], [-1.95, -2.13, 1.26], [-0.95, -3.27, 1.17], [-0.25, -3.25, -0.20], [0.63, -2.00, -0.32], [0.31, -0.99, -0.91], [1.81, -2.14, 0.31], [2.82, -1.09, 0.40], [3.38, -0.74, -0.97], [4.40, 0.38, -0.83], [3.70, 1.65, -0.36], [2.74, 1.41, 0.77], [2.28, 2.51, 1.49], [1.38, 2.36, 2.53], [0.93, 1.09, 2.86], [1.38, 0.00, 2.16], [2.29, 0.14, 1.11], [-1.33, -3.35, -1.28], [-2.36, -2.25, -1.13], [-2.88, 0.99, 1.36], [-1.94, 1.99, 1.23], [-1.47, 2.33, -0.04], [-0.43, 3.22, -0.20], [0.41, 1.28, -2.07], [0.52, 2.56, -3.29], [-1.88, 3.16, -2.78], [-1.76, 1.47, -3.29], [-3.49, 0.34, -1.90], [-2.50, -2.15, 2.20], [-1.41, -1.17, 1.19], [-1.48, -4.22, 1.28], [-0.22, -3.18, 1.98], [0.41, -4.13, -0.28], [2.01, -3.02, 0.77], [3.63, -1.50, 1.02], [2.56, -0.42, -1.62], [3.84, -1.63, -1.41], [5.16, 0.08, -0.10], [4.90, 0.56, -1.78], [3.14, 2.09, -1.19], [4.44, 2.40, -0.06], [2.63, 3.49, 1.22], [1.04, 3.22, 3.08], [0.23, 0.96, 3.67], [1.04, -0.99, 2.43], [-0.87, -3.26, -2.27], [-1.81, -4.32, -1.20], [-3.20, -2.39, -1.82], [-1.88, -1.29, -1.34], [-3.22, 0.65, 2.33], [-1.52, 2.47, 2.10], [-0.12, 3.75, 0.61]], "nbo_charge": [-0.6058, 0.7025, -0.5131, -0.4300, 0.0347, -0.1943, -0.3692, 2.3355, -0.9377, -0.9418, -0.6651, -0.2479, -0.3864, -0.3083, 0.6996, -0.6523, -0.6176, -0.0640, -0.4049, -0.3906, -0.4306, -0.0095, -0.1941, -0.2356, -0.2326, -0.1531, -0.0375, -0.3878, -0.2627, -0.1740, -0.2417, 0.1641, -0.6111, 0.2574, 0.2389, 0.2183, 0.2248, 0.2384, 0.2374, 0.1923, 0.2179, 0.2080, 0.2168, 0.3999, 0.2098, 0.2247, 0.2086, 0.1923, 0.2154, 0.2332, 0.2193, 0.2236, 0.2107, 0.2123, 0.1977, 0.2214, 0.2124, 0.2328, 0.2193, 0.2428, 0.2205, 0.4164]}

Here is how they stack up, most stable first: version three, version two, version one.

Version one
{"formula": "C9H12ClN4", "method": "ωB97M-V with the def2-TZVPD basis set", "e_lumo_ev": -3.702, "total_charge": 1, "orbital_gap_ev": 8.140, "homo_energy_ha": -0.435, "elements": ["C", "C", "C", "C", "C", "C", "C", "C", "C", "N", "N", "N", "N", "Cl", "H", "H", "H", "H", "H", "H", "H", "H", "H", "H", "H", "H"], "xyz": [[1.64, 1.60, -0.80], [0.09, -0.17, -1.58], [1.60, 2.07, -2.28], [0.03, 0.21, -2.87], [0.75, 0.48, -0.52], [0.85, 1.46, -3.20], [-3.37, 0.86, -0.93], [-0.01, -1.34, 2.43], [-0.86, -2.49, 2.94], [-2.53, 0.45, -0.24], [-0.16, -0.88, 1.19], [0.53, 0.29, 0.73], [0.87, -0.60, 3.17], [0.93, 2.02, -4.87], [2.65, 1.15, -0.70], [-0.57, -1.04, -1.32], [2.29, 2.93, -2.52], [-0.45, -0.37, -3.70], [-4.11, 1.21, -1.58], [1.54, 2.32, -0.11], [-0.24, -3.42, 3.20], [-1.59, -2.70, 2.17], [-1.30, -2.17, 3.89], [-1.04, -1.10, 0.67], [1.06, -0.82, 4.14], [1.43, 0.07, 2.68]], "nbo_charge": [-0.4737, -0.2820, -0.1457, -0.1038, 0.2963, -0.0859, 0.1592, 0.5568, -0.6782, -0.3963, -0.3991, -0.3252, -0.7381, 0.0279, 0.2623, 0.2175, 0.2485, 0.2576, 0.2462, 0.2565, 0.2780, 0.2502, 0.2652, 0.4347, 0.4255, 0.4454]}

Version two
{"formula": "C9H12ClN4", "method": "ωB97M-V with the def2-TZVPD basis set", "e_lumo_ev": -3.261, "total_charge": 1, "orbital_gap_ev": 7.944, "homo_energy_ha": -0.412, "elements": ["C", "C", "C", "C", "C", "C", "C", "C", "C", "N", "N", "N", "N", "Cl", "H", "H", "H", "H", "H", "H", "H", "H", "H", "H", "H", "H"], "xyz": [[0.45, 2.07, 0.24], [1.84, 0.35, -0.51], [0.91, 2.99, -0.70], [2.30, 1.21, -1.50], [0.86, 0.79, 0.38], [1.77, 2.52, -1.67], [-1.04, 0.51, 3.21], [-1.30, -1.90, -0.01], [-0.69, -1.74, -1.40], [-0.23, 0.39, 2.35], [-0.81, -2.82, 0.78], [0.16, 0.01, 1.27], [-2.48, -1.31, 0.28], [1.85, 3.39, -3.14], [-0.25, 2.41, 1.13], [2.28, -0.59, -0.40], [0.52, 3.98, -0.80], [3.31, 0.93, -1.97], [-1.08, 0.38, 4.32], [-2.89, -1.48, 1.21], [0.11, -1.04, -1.27], [-1.38, -1.44, -2.17], [-0.20, -2.71, -1.62], [0.16, -3.22, 0.73], [-1.18, -3.05, 1.65], [-2.98, -0.63, -0.38]], "nbo_charge": [-0.2113, -0.2399, -0.2074, -0.2114, 0.0681, -0.0499, -0.0065, 0.6147, -0.6854, -0.0192, -0.7258, -0.3274, -0.7470, 0.0626, 0.2153, 0.2196, 0.2416, 0.2475, 0.2522, 0.4203, 0.2769, 0.2601, 0.2513, 0.4387, 0.4077, 0.4547]}

Here is how they stack up, most stable first: version one, version two.